Record 1
Entry from the Open Molecules 2025 dataset: a cluster of 2 separate species, C5H9N in total at a distorted geometry (ωB97M-V with the def2-TZVPD basis set).

Properties
LUMO energy (alpha / beta) in eV: 1.1 / -2.2
HOMO energy (alpha / beta) in Ha: -0.216 / -0.358
Expectation value of S²: 2.0053

```
! wB97M-V def2-TZVPD RIJCOSX def2/J DEFGRID3
* xyz 0 3
C 2.17 -0.01 0.45
C -1.55 0.52 -0.91
C -1.20 0.98 0.53
C -1.11 -0.42 0.16
C -0.64 -1.63 0.49
N 1.74 0.72 -0.47
H 1.99 -1.12 0.56
H 2.81 0.30 1.27
H -2.57 0.37 -1.28
H -0.93 0.87 -1.81
H -0.27 1.50 0.76
H -2.09 1.23 1.04
H -0.70 -2.35 -0.32
H 0.01 -1.88 1.27
H 0.88 0.34 -0.93
*
```

Results of the natural (NBO) charge analysis, in e, for atoms 1 through 2: number 1, C, carries -0.431; number 2, C, carries -0.473

Record 2
Entry from the Open Molecules 2025 dataset: a cluster of 2 separate species, CH3N3P2 in total at a distorted geometry (ωB97M-V with the def2-TZVPD basis set).

Properties
LUMO energy in eV: -1.2
HOMO energy in Ha: -0.352

```
! wB97M-V def2-TZVPD RIJCOSX def2/J DEFGRID3
* xyz 0 1
C -0.71 -1.06 0.23
N -1.88 -0.70 0.62
N -2.15 0.50 0.03
N -1.27 1.06 -0.70
P 0.11 0.12 -0.90
P 1.46 0.91 0.49
H -0.31 -1.99 0.60
H 2.76 1.67 -0.81
H 2.00 -0.51 0.44
*
```

Results of the natural (NBO) charge analysis, in e, for atoms 1 through 2: number 1, C, carries -0.215; number 2, N, carries -0.266

Record 3
Entry from the Open Molecules 2025 dataset: an isolated molecule of C3H5FN2 at a distorted geometry (ωB97M-V with the def2-TZVPD basis set).

Properties
LUMO energy in eV: 1.0
HOMO energy in Ha: -0.309

```
! wB97M-V def2-TZVPD RIJCOSX def2/J DEFGRID3
* xyz 0 1
C 1.07 0.34 0.82
C 0.07 -0.83 0.62
C -0.80 0.75 -0.86
N 0.95 1.39 0.19
N -0.61 -0.59 -0.62
F -0.77 1.12 -2.13
H 1.83 0.15 1.58
H 0.57 -1.80 0.62
H -0.63 -0.78 1.45
H -1.50 1.31 -0.26
H -0.18 -1.05 -1.42
*
```

Results of the natural (NBO) charge analysis, in e, for atoms 1 through 2: number 1, C, carries -0.008; number 2, C, carries -0.291

Record 4
Entry from the Open Molecules 2025 dataset: a cluster of 2 separate species, C2H2BrI in total at a distorted geometry (ωB97M-V with the def2-TZVPD basis set).

Properties
LUMO energy (alpha / beta) in eV: -0.8 / -3.1
HOMO energy (alpha / beta) in Ha: -0.366 / -0.317

```
! wB97M-V def2-TZVPD RIJCOSX def2/J DEFGRID3
* xyz 0 1
C -0.99 -0.05 -0.01
C -1.08 -1.27 0.29
Br -1.95 -2.82 -0.01
I -4.29 0.83 0.00
H -0.37 0.64 0.54
H -1.83 0.33 -0.79
*
```

Results of the natural (NBO) charge analysis, in e, for atoms 1 through 2: number 1, C, carries -0.540; number 2, C, carries -0.029

Record 5
Entry from the Open Molecules 2025 dataset: a cluster of 4 separate species, C2H10O4 in total at a distorted geometry (ωB97M-V with the def2-TZVPD basis set).

Properties
LUMO energy in eV: 0.6
HOMO energy in Ha: -0.392
SMILES string: CC=O.O.O.O

```
! wB97M-V def2-TZVPD RIJCOSX def2/J DEFGRID3
* xyz 0 1
C 0.98 0.18 -1.68
C 0.30 -0.11 -0.36
O -0.89 -0.22 -0.26
H 0.53 -0.31 -2.53
H 2.01 -0.10 -1.74
H 0.88 1.27 -1.80
H 1.05 -0.20 0.45
O -1.82 0.00 3.06
H -1.46 -0.09 2.17
H -2.77 0.02 2.87
O -0.35 2.76 2.57
H -0.91 2.53 1.82
H -0.50 2.07 3.22
O 1.93 -2.65 -3.48
H 1.43 -3.03 -4.22
H 1.27 -2.10 -3.05
*
```

Results of the natural (NBO) charge analysis, in e, for atoms 1 through 2: number 1, C, carries -0.732; number 2, C, carries 0.454

Record 6
Entry from the Open Molecules 2025 dataset: an isolated molecule of C25H24N2O3 (ωB97M-V with the def2-TZVPD basis set).

Properties
LUMO energy in eV: 0.4
HOMO energy in Ha: -0.303
SMILES string: CCOC(=O)C1=C(CCc2ccccc2)NC(=O)N[C@H]1c1ccc2ccccc2c1

```
! wB97M-V def2-TZVPD RIJCOSX def2/J DEFGRID3
* xyz 0 1
C -1.30 1.40 3.90
C -1.43 2.23 2.64
O -1.64 1.35 1.54
C -1.46 1.87 0.31
O -1.21 3.05 0.15
C -1.61 0.85 -0.72
C -1.48 1.09 -2.05
C -1.19 2.42 -2.67
C 0.15 2.41 -3.43
C 1.28 1.87 -2.59
C 1.61 2.48 -1.38
C 2.65 1.99 -0.62
C 3.38 0.90 -1.05
C 3.05 0.28 -2.24
C 2.00 0.76 -3.00
N -1.62 0.06 -2.95
C -1.99 -1.24 -2.63
O -2.11 -2.08 -3.49
N -2.23 -1.45 -1.32
C -1.90 -0.55 -0.22
C -0.71 -1.10 0.55
C 0.55 -1.12 -0.07
C 1.64 -1.61 0.60
C 1.52 -2.10 1.92
C 2.63 -2.60 2.64
C 2.48 -3.07 3.91
C 1.21 -3.05 4.53
C 0.12 -2.57 3.86
C 0.25 -2.09 2.54
C -0.86 -1.59 1.82
H -2.21 0.83 4.07
H -1.13 2.05 4.75
H -0.47 0.70 3.81
H -0.53 2.82 2.46
H -2.28 2.92 2.70
H -1.17 3.18 -1.90
H -1.99 2.66 -3.38
H 0.38 3.44 -3.73
H 0.07 1.81 -4.34
H 1.05 3.34 -1.04
H 2.90 2.47 0.32
H 4.20 0.53 -0.45
H 3.61 -0.58 -2.59
H 1.75 0.28 -3.94
H -1.52 0.26 -3.93
H -2.44 -2.40 -1.07
H -2.77 -0.52 0.45
H 0.66 -0.74 -1.07
H 2.61 -1.63 0.12
H 3.60 -2.61 2.16
H 3.33 -3.45 4.46
H 1.11 -3.42 5.54
H -0.85 -2.56 4.33
H -1.83 -1.57 2.30
*
```

Results of the natural (NBO) charge analysis, in e, for atoms 1 through 2: number 1, C, carries -0.625; number 2, C, carries -0.066

The relative energy (zero: lowest compared OMol25 entry of this formula, charge and spin) results, record by record, are as follows: 268.9, 165.8, 167.7, 259.5, 56.5, 0.0 kJ/mol.
The E results, record by record, are as follows: -6813.3692, -24128.7372, -8887.4071, -80245.4890, -10425.6068, -35439.4427 eV.
The molecular weight results, record by record, are as follows: 83.13, 119.00, 88.08, 232.85, 98.10, 400.48 g mol⁻¹.